1.
# C31H21BrCl2N8O3SV

A structure of composition C31H21BrCl2N8O3SV (ωB97M-V with the def2-TZVPD basis set, the OMol25 dataset).

Each line ends with the natural charge from an NBO analysis.
Positions of all 68 atoms, in Å:
N  -1.132  0.558  1.490  -0.60
N  -2.820  -1.703  -0.263  -0.37
C  0.657  3.696  0.007  0.08
C  -0.431  1.104  -2.822  -0.32
C  -3.058  1.026  3.433  -0.20
S  1.073  1.220  3.003  -0.32
C  1.499  -0.224  -4.381  -0.21
C  -0.916  -1.797  2.068  0.66
C  -1.349  1.956  1.881  -0.11
C  1.837  4.379  -0.585  -0.30
C  -2.502  2.092  2.841  -0.24
C  2.514  -2.042  0.806  0.15
C  -3.188  -1.172  -1.421  0.02
C  1.240  -0.663  -3.095  -0.31
V  0.577  0.193  0.683  1.30
C  0.805  0.868  -4.916  -0.28
H  -2.922  -1.168  3.752  0.22
O  -1.404  -2.856  2.478  -0.70
H  -1.596  2.519  0.970  0.19
N  0.742  2.301  0.219  -0.13
H  3.769  4.639  -1.192  0.19
C  0.282  -0.036  -2.285  0.47
C  0.006  2.590  2.422  0.17
C  -2.578  -0.314  3.189  -0.36
H  -2.010  2.617  -2.190  0.14
H  -5.360  -3.521  -2.532  0.21
N  1.726  1.440  -0.064  -0.39
C  -0.138  1.516  -4.153  -0.18
H  -4.637  -4.523  -0.351  0.21
N  0.910  3.162  1.374  -0.31
H  0.294  -4.281  2.105  0.26
Cl  2.168  -6.412  1.982  -0.05
H  -0.675  2.369  -4.555  0.19
C  -4.104  -1.803  -2.251  -0.12
C  1.297  -2.559  1.343  0.24
H  -2.873  3.091  3.035  0.20
N  -0.252  3.657  3.370  -0.87
Br  -4.603  -0.990  -3.896  0.01
O  4.656  -0.325  -0.246  -0.66
N  2.469  -0.689  0.493  -0.63
C  -1.363  1.763  -2.046  -0.03
C  -3.331  -2.875  0.102  0.05
C  -1.619  -0.468  2.250  0.20
H  4.525  -2.503  0.252  0.26
H  0.657  3.961  3.707  0.36
C  3.035  1.476  -0.264  0.18
H  1.677  5.427  -0.813  0.19
C  3.713  2.593  -0.625  -0.37
H  -2.728  -0.227  -1.692  0.23
C  3.498  -4.233  1.010  -0.08
H  -3.887  1.177  4.119  0.18
Cl  4.892  -5.262  0.783  -0.05
C  -4.649  -3.019  -1.888  -0.22
H  1.780  -1.497  -2.663  0.22
H  1.016  1.207  -5.923  0.19
C  1.217  -3.899  1.698  -0.29
C  3.508  0.038  -0.009  0.66
H  2.255  -0.725  -4.975  0.19
H  4.776  2.509  -0.803  0.22
C  3.602  -2.892  0.650  -0.27
N  0.290  -1.617  1.494  -0.66
H  -0.723  3.238  4.166  0.37
H  -2.978  -3.257  1.054  0.24
C  -4.248  -3.568  -0.680  -0.26
C  3.084  3.888  -0.803  -0.15
O  0.039  -0.469  -1.084  -0.74
C  2.319  -4.731  1.528  -0.07
H  -0.328  4.051  -0.288  0.20

Summary:
⟨S²⟩: 3.811
calculated total energy: -6694.2253 hartree
net charge: -2
Kohn-Sham gap (spin up / spin down): 5.57 / 5.60 eV
highest occupied orbital energy (spin up / spin down): -1.720 / -1.751 eV
ΔE to the lowest compared entry with this formula, charge and spin: 741.8 kJ/mol
2S+1: 4

=====

2.
# C29H52N2O7P

The ion C29H52N2O7P with charge +1 in a non-equilibrium geometry (ωB97M-V with the def2-TZVPD basis set, the OMol25 dataset).

Each line ends with the Löwdin charge.
Positions of all 91 atoms, in Å:
H  4.363  -1.321  -3.601  0.11
H  7.443  -3.424  -0.639  0.07
O  1.123  -0.390  0.586  -0.18
C  5.762  -3.066  0.813  -0.26
C  6.765  -4.058  0.042  -0.14
H  2.342  -0.143  -1.857  0.09
H  -0.308  1.671  0.280  0.10
H  -4.550  -5.346  -2.716  0.09
C  -4.632  2.989  -0.059  -0.19
C  2.729  2.461  1.468  -0.20
O  -4.819  5.018  -2.658  0.07
H  3.259  -2.181  -2.333  0.10
H  0.416  0.777  2.741  0.09
H  2.664  3.893  3.249  0.12
C  5.323  -1.830  -1.559  -0.21
H  5.977  -0.903  -1.425  0.12
H  -6.585  0.008  -0.417  0.12
O  -2.500  -3.254  1.384  -0.09
C  4.010  3.222  -1.670  -0.20
H  -4.147  -5.723  0.041  0.13
H  0.182  3.949  2.321  0.10
H  -5.716  -3.976  -3.170  0.08
H  3.845  2.771  1.458  0.11
H  -5.112  -2.317  1.478  0.13
C  -4.869  -4.281  -2.453  -0.12
O  -6.769  0.679  2.603  0.12
C  -2.895  -3.843  0.083  -0.17
H  3.828  4.568  0.220  0.11
H  -0.465  -1.665  3.244  0.01
H  2.741  1.310  1.414  0.09
H  -3.997  -3.558  -2.682  0.07
H  2.700  0.779  -4.031  0.12
H  4.519  1.073  -3.799  0.12
P  -0.068  -1.458  1.115  0.69
H  5.853  -2.682  -2.131  0.11
H  -6.203  4.864  -1.159  0.17
C  3.464  0.067  -2.067  -0.21
C  -4.764  -0.032  1.412  0.04
C  4.082  -1.382  -2.496  -0.20
C  -0.240  1.699  2.607  -0.17
C  -5.099  4.720  -1.478  -0.24
H  3.984  0.409  -1.110  0.09
H  0.287  3.328  4.042  0.12
C  -4.326  -4.597  0.174  -0.17
H  -1.464  2.802  1.118  0.12
C  3.506  1.125  -3.275  -0.21
C  -2.786  -1.849  1.327  -0.15
C  -5.387  -4.119  -0.930  -0.25
H  4.440  -1.311  0.419  0.10
C  2.146  2.924  2.893  -0.20
H  1.210  3.898  0.433  0.10
H  7.455  -4.659  0.722  0.07
N  -1.726  -0.839  1.216  -0.02
H  -6.299  -4.824  -0.827  0.12
H  -2.121  -4.649  -0.216  0.15
H  5.116  -3.738  1.501  0.10
O  -4.099  4.253  -0.537  -0.07
H  3.736  -2.867  -0.250  0.11
H  2.595  4.870  -1.161  0.11
H  -4.760  -4.414  1.215  0.11
H  -4.459  2.102  -0.759  0.14
H  0.911  -0.070  -0.329  0.06
H  1.714  2.316  -0.512  0.08
C  -4.091  2.570  1.398  -0.09
H  -1.078  1.607  3.403  0.12
H  4.744  3.950  -2.171  0.11
H  4.639  2.442  -1.122  0.10
H  -2.863  -3.064  -0.767  0.12
H  2.456  2.107  3.653  0.12
O  0.085  -2.844  0.094  -0.16
H  6.141  -4.721  -0.655  0.08
C  -3.611  1.048  1.341  -0.02
C  2.055  3.173  0.191  -0.20
C  -2.116  0.584  1.231  -0.04
C  0.545  3.059  2.945  -0.20
C  -6.318  0.346  1.487  -0.36
H  -5.774  -3.064  -0.695  0.09
H  -5.782  3.109  0.016  0.13
C  3.187  4.065  -0.580  -0.20
N  0.334  -1.890  2.613  -0.13
H  1.959  2.714  -2.599  0.10
H  -0.402  -2.692  -0.753  0.08
C  -4.300  -1.509  1.411  0.12
H  -3.338  3.294  1.855  0.13
H  6.330  -2.369  1.542  0.11
H  3.250  3.292  -3.769  0.11
O  -7.150  0.345  0.318  0.08
C  3.081  2.622  -2.846  -0.20
C  4.729  -2.283  -0.139  -0.22
H  -5.009  2.588  2.104  0.13
C  -1.028  1.740  1.182  -0.13

Summary:
calculated total energy: -2113.1595 hartree
net charge: +1
Kohn-Sham gap: 7.08 eV
highest occupied orbital energy: -12.415 eV
2S+1: 1

=====

3.
# C6H10O

A cluster of 2 separate species, C6H10O in total in a non-equilibrium geometry (ωB97M-V with the def2-TZVPD basis set, the OMol25 dataset).

Each line ends with the natural charge from an NBO analysis.
Positions of all 17 atoms, in Å:
H  0.716  0.318  -1.039  0.22
H  -1.901  3.357  -0.043  0.19
O  -2.431  -1.251  0.885  -0.46
H  0.563  -1.204  -2.050  0.21
C  -1.339  -1.313  0.539  0.69
H  0.986  -3.074  -0.495  0.21
C  -0.422  2.192  0.745  -0.40
H  0.463  -2.936  1.422  0.23
C  -0.208  -1.424  -0.022  -0.34
H  -0.880  -0.036  -1.660  0.23
H  -2.150  1.488  -0.100  0.20
H  0.236  2.913  1.210  0.20
C  0.850  -2.441  0.426  -0.59
H  -0.259  1.087  1.000  0.19
C  -1.570  2.376  0.178  -0.39
H  1.844  -2.101  0.523  0.21
C  0.024  -0.539  -1.269  -0.60

Summary:
calculated total energy: -309.7539 hartree
Kohn-Sham gap: 9.37 eV
highest occupied orbital energy: -8.514 eV
SMILES: CC(C)=C=O.C=C
ΔE to the lowest compared entry with this formula, charge and spin: 232.4 kJ/mol
2S+1: 1

=====

4.
# C4H13N3

The ion C4H13N3 with charge -1 in a non-equilibrium geometry (ωB97M-V with the def2-TZVPD basis set, the OMol25 dataset).

Each line ends with the natural charge from an NBO analysis.
Positions of all 20 atoms, in Å:
C  0.235  1.743  0.491  -0.44
H  -1.523  0.162  1.387  0.33
H  -1.566  0.320  3.021  0.33
C  -0.330  1.563  1.914  -0.35
N  -0.947  0.293  2.217  -0.85
H  -1.258  -0.488  -0.860  0.16
C  0.488  -1.305  -2.014  -0.29
N  0.578  -2.469  -1.115  -0.87
H  -0.487  2.256  -0.252  0.15
C  -0.304  -0.130  -1.227  -0.49
H  0.262  2.010  2.714  0.17
H  1.502  -0.993  -2.226  0.17
H  -1.194  2.290  1.815  0.13
H  1.421  0.369  -0.502  0.34
H  -0.305  -2.873  -0.871  0.35
H  1.257  -3.202  -1.211  0.35
H  1.168  2.342  0.469  0.18
N  0.481  0.425  -0.156  -0.66
H  -0.010  -1.531  -2.949  0.16
H  -0.561  0.520  -2.107  0.14

Summary:
⟨S²⟩: 0.750
calculated total energy: -324.3431 hartree
net charge: -1
Kohn-Sham gap (spin up / spin down): 2.58 / 8.69 eV
highest occupied orbital energy (spin up / spin down): 1.504 / -4.565 eV
ΔE to the lowest compared entry with this formula, charge and spin: 176.1 kJ/mol
2S+1: 2

=====

5.
# C22H30N3O7P2S2Ti

A structure of composition C22H30N3O7P2S2Ti (ωB97M-V with the def2-TZVPD basis set, the OMol25 dataset).

Each line ends with the natural charge from an NBO analysis.
Positions of all 67 atoms, in Å:
C  3.132  -3.063  6.099  -0.60
H  -2.711  -0.097  2.469  0.24
C  0.461  -4.397  -0.730  -0.31
H  -0.057  -3.537  2.485  0.40
C  -2.937  -0.442  4.590  -0.41
C  2.385  -2.418  4.941  -0.40
H  2.853  1.058  -1.949  0.51
C  0.777  -3.047  -0.696  -0.13
H  -6.544  0.296  0.116  0.21
S  -4.213  -1.675  -0.103  0.30
H  -2.497  -3.064  6.891  0.20
H  4.199  -3.155  5.880  0.20
C  -2.473  -1.466  -0.091  0.03
H  -3.762  -0.988  6.495  0.20
H  -1.725  -2.948  5.311  0.21
N  -2.065  -0.172  0.010  -0.67
H  2.754  -4.069  6.303  0.19
H  -1.113  -5.863  -0.504  0.20
C  -3.151  0.679  0.078  0.21
C  1.800  -2.545  2.478  -0.23
H  2.158  -4.223  3.785  0.18
H  -1.377  -1.747  6.543  0.20
C  -2.171  -2.366  6.117  -0.61
H  -1.985  0.019  4.867  0.22
H  3.585  -3.287  3.374  0.21
H  -6.396  2.762  0.326  0.20
C  -1.853  -3.877  -0.271  -0.24
O  4.123  1.074  1.163  -1.11
C  -0.499  -1.606  2.768  0.39
C  -0.865  -4.807  -0.494  -0.24
O  2.110  -0.295  0.278  -1.18
C  2.527  -3.199  3.641  -0.39
C  -4.406  0.059  0.050  -0.25
O  -0.088  3.633  -0.118  -1.11
H  -2.105  2.561  0.224  0.26
C  -3.069  2.067  0.204  -0.24
H  2.744  -1.398  4.781  0.21
P  3.016  0.936  0.218  2.56
H  2.060  -1.495  2.394  0.26
C  -5.580  0.791  0.139  -0.22
H  3.034  -2.480  7.017  0.21
O  0.353  1.379  -1.360  -1.15
C  -2.855  -0.933  3.151  -0.23
O  3.554  1.077  -1.280  -1.00
N  0.352  -2.628  2.667  -0.58
C  -5.492  2.171  0.259  -0.25
O  1.937  2.190  0.365  -1.10
Ti  0.119  -0.025  0.091  1.55
C  -4.244  2.796  0.290  -0.21
O  1.722  3.365  -1.906  -1.00
H  -4.126  -2.129  5.226  0.19
P  0.852  2.693  -0.742  2.53
H  1.833  4.317  -1.735  0.51
S  0.012  0.039  2.743  -0.27
H  -2.876  -4.208  -0.108  0.20
H  1.226  -5.139  -0.930  0.20
H  -2.085  -2.798  2.525  0.40
H  -3.672  0.369  4.592  0.21
H  -3.784  -1.431  2.869  0.21
C  -0.176  -2.054  -0.434  -0.51
H  2.041  -3.006  1.522  0.22
N  -1.794  -1.919  2.932  -0.61
C  -1.522  -2.499  -0.265  -0.18
C  -3.327  -1.496  5.629  -0.40
H  1.323  -2.329  5.193  0.20
H  -4.186  3.874  0.384  0.21
H  1.811  -2.746  -0.843  0.20

Summary:
⟨S²⟩: 2.020
calculated total energy: -3876.3308 hartree
net charge: -1
Kohn-Sham gap (spin up / spin down): 4.91 / 7.61 eV
highest occupied orbital energy (spin up / spin down): -2.535 / -5.282 eV
ΔE to the lowest compared entry with this formula, charge and spin: 0.0 kJ/mol
2S+1: 3

=====

6.
# C8H8

An isolated molecule of C8H8 in a non-equilibrium geometry (ωB97M-V with the def2-TZVPD basis set, the OMol25 dataset).

Each line ends with the natural charge from an NBO analysis.
Positions of all 16 atoms, in Å:
H  4.239  -0.466  0.002  0.23
H  -2.457  -1.721  -0.232  0.22
C  0.535  -0.434  -0.152  -0.12
C  3.175  -0.524  0.015  -0.22
C  -1.653  -1.079  0.101  -0.43
C  -1.668  0.488  -0.115  -0.43
H  -1.602  -1.295  1.248  0.21
H  0.256  -2.468  -0.218  0.23
H  0.035  2.979  -0.159  0.20
H  -2.135  0.846  -1.035  0.23
C  -0.161  0.817  -0.027  -0.03
H  1.597  2.057  0.191  0.21
C  2.030  -0.505  -0.027  -0.02
C  -0.308  -1.530  -0.241  -0.13
C  0.457  2.014  -0.023  -0.38
H  -2.340  0.821  0.673  0.23

Summary:
calculated total energy: -309.4928 hartree
Kohn-Sham gap: 8.76 eV
highest occupied orbital energy: -8.136 eV
SMILES: C#CC1=CCCC1=C
ΔE to the lowest compared entry with this formula, charge and spin: 317.6 kJ/mol
2S+1: 1